[1]
81
Properties=species:S:1:pos:R:3:forces:R:3:mulliken_charge:R:1 method="wB97M-V/def2-TZVPD" e_homo_ev=-9.186 molar_mass_g_mol=447.6 multiplicity=1 orbital_gap_ev=9.2 relative_energy_kj_mol=0.00 e_lumo_ev=0.0
C 1.794 -27.592 19.480 1.28 1.17 -0.93 -0.804
C 2.570 -26.988 20.664 -0.12 -1.26 -0.35 0.718
C 1.775 -25.992 21.481 0.52 0.43 0.23 -0.543
O 1.961 -24.708 20.922 0.42 0.50 -0.26 0.117
C 1.401 -23.686 21.728 -0.62 -1.26 0.50 -0.519
N 2.957 -28.078 21.560 -0.13 -0.07 0.73 -0.340
H 2.320 -28.452 19.056 -0.28 -0.41 0.54 0.422
H 1.954 -26.888 18.646 -0.71 0.12 0.17 0.039
H 0.737 -27.756 19.658 -0.03 -0.18 0.12 -0.048
H 3.441 -26.459 20.258 -0.02 0.07 0.07 -0.085
H 2.206 -25.993 22.494 -0.31 -0.01 0.04 0.325
H 0.704 -26.232 21.531 0.04 -0.12 0.04 -0.137
H 1.778 -23.699 22.759 0.48 0.20 -0.22 0.375
H 0.354 -23.961 21.867 -0.19 0.47 -0.05 -0.214
H 1.523 -22.718 21.258 0.05 0.02 -0.07 0.332
H 3.540 -27.763 22.331 0.00 -0.03 0.00 0.261
H 3.454 -28.839 21.117 -0.05 0.15 -0.33 0.154
C -2.310 -20.429 22.493 0.49 1.14 0.61 -1.602
C -1.516 -21.703 22.637 -0.01 -0.79 -0.65 0.866
C -1.738 -22.312 24.005 -0.05 -0.23 0.20 -1.074
O -0.980 -23.508 24.113 0.30 -0.11 0.21 -0.036
C -1.192 -24.165 25.355 -0.73 0.24 -0.29 -0.919
N -1.851 -22.677 21.578 -0.23 0.59 0.33 -0.572
H -1.944 -19.799 21.681 -0.05 -0.28 -0.22 0.370
H -2.133 -19.821 23.396 -0.25 -0.05 -0.13 0.367
H -3.383 -20.551 22.369 -0.02 -0.35 0.00 0.352
H -0.445 -21.501 22.543 -0.02 0.28 0.13 0.062
H -2.803 -22.557 24.150 0.00 0.15 -0.06 0.410
H -1.437 -21.606 24.789 -0.03 -0.06 0.02 0.493
H -0.406 -24.895 25.515 0.12 0.00 -0.02 0.260
H -2.172 -24.667 25.329 0.15 -0.08 0.10 0.328
H -1.237 -23.446 26.177 0.26 -0.04 0.06 0.326
H -1.007 -23.069 21.193 -0.19 -0.09 -0.15 0.229
H -2.375 -23.426 22.008 -0.12 -0.13 -0.40 0.296
C 4.628 -25.716 16.669 -1.10 0.26 0.85 -1.457
C 5.143 -24.506 17.422 0.34 0.19 -0.20 1.215
C 6.649 -24.512 17.415 1.01 0.10 0.47 -0.910
O 7.101 -23.385 18.155 -0.21 0.06 -0.21 -0.227
C 8.501 -23.329 18.231 0.15 -0.54 -0.13 -0.786
N 4.695 -23.282 16.777 -0.21 0.14 -0.32 -0.722
H 4.823 -26.581 17.305 0.36 -0.34 -0.60 0.370
H 4.973 -25.752 15.641 0.38 -0.30 0.07 0.420
H 3.532 -25.662 16.623 0.08 0.06 -0.05 0.306
H 4.860 -24.555 18.483 -0.25 -0.08 -0.07 -0.245
H 7.068 -24.471 16.398 -0.28 0.09 -0.06 0.399
H 7.080 -25.412 17.890 -0.35 -0.06 -0.04 0.354
H 8.966 -23.441 17.241 -0.10 0.26 0.01 0.304
H 8.895 -24.163 18.834 -0.06 0.20 0.11 0.312
H 8.777 -22.378 18.673 0.07 0.03 0.04 0.239
H 3.783 -23.380 16.353 -0.08 -0.04 0.16 0.260
H 4.689 -22.484 17.394 0.13 -0.02 0.04 0.222
O 5.560 -31.026 22.507 -0.04 0.06 -0.12 -0.697
H 4.973 -31.763 22.699 -0.05 -0.02 0.08 0.332
H 5.570 -30.957 21.548 0.05 -0.06 -0.05 0.319
O -1.469 -26.210 19.547 0.24 -0.17 0.13 -0.468
H -1.643 -26.021 20.484 -0.11 0.10 -0.13 0.293
H -2.343 -26.210 19.146 0.01 0.07 -0.17 0.239
O 5.054 -28.593 23.955 -0.15 0.19 -0.19 -0.669
H 5.166 -29.368 23.384 0.11 -0.12 0.16 0.356
H 5.840 -28.060 23.806 0.06 0.00 0.06 0.327
O -0.889 -30.301 18.539 0.06 -0.01 0.09 -0.613
H -0.958 -29.428 18.938 -0.07 0.06 -0.02 0.335
H -0.490 -30.143 17.680 -0.04 -0.03 -0.07 0.301
O 0.916 -29.791 23.252 -0.03 -0.09 0.12 -0.692
H 1.607 -29.305 22.781 0.09 0.21 -0.17 0.346
H 0.096 -29.396 22.949 -0.03 -0.03 -0.05 0.290
O 3.965 -21.278 20.608 -0.02 0.24 -0.24 -0.626
H 3.132 -21.206 20.134 -0.05 -0.02 0.00 0.290
H 4.609 -20.856 20.029 0.07 0.05 0.02 0.303
O 0.418 -23.681 17.890 0.03 0.00 -0.04 -0.647
H 0.392 -24.437 18.487 -0.08 -0.02 0.07 0.328
H 1.038 -23.072 18.300 0.06 -0.03 0.04 0.312
O -0.526 -27.088 16.817 -0.02 -0.08 -0.01 -0.634
H -0.053 -27.905 16.643 0.08 0.03 -0.06 0.278
H -0.275 -26.840 17.715 -0.13 0.06 0.08 0.288
O 5.003 -23.556 21.797 0.14 -0.17 0.02 -0.695
H 4.762 -22.813 21.222 -0.10 -0.14 0.21 0.380
H 4.231 -24.130 21.772 -0.07 -0.02 -0.11 0.307
O -2.516 -25.540 22.123 0.23 -0.27 0.18 -0.660
H -2.932 -26.334 22.476 -0.08 -0.02 0.01 0.272
H -1.798 -25.340 22.741 -0.04 0.19 0.08 0.240


[2]
90
Properties=species:S:1:pos:R:3:forces:R:3:mulliken_charge:R:1 method="wB97M-V/def2-TZVPD" e_homo_ev=-12.584 molar_mass_g_mol=533.6 multiplicity=1 total_charge=+1 orbital_gap_ev=7.4 e_lumo_ev=-5.1
C -1.992 1.616 -4.431 0.43 0.17 -0.13 -0.935
C -2.809 1.087 -3.076 0.36 -0.22 -1.37 -0.181
C -2.531 -0.527 -2.981 0.36 1.24 -2.76 -0.171
O -3.113 -1.191 -1.804 0.81 0.45 -0.17 -0.346
N -2.629 -0.634 -0.644 2.77 -0.53 0.97 0.911
C -1.272 -1.018 -0.280 0.49 1.25 2.09 0.003
C -0.508 -0.465 1.023 -4.13 1.53 -0.24 0.281
C 1.011 -0.843 1.488 -0.02 -0.54 0.80 -0.723
C 2.003 0.486 1.703 -1.24 -0.27 -1.52 -0.571
C 2.434 0.959 0.181 0.66 0.83 0.06 0.678
C 3.450 -0.075 -0.589 -0.48 -0.18 0.56 -0.707
C 3.160 2.436 0.297 0.06 -0.79 -0.56 -1.063
C -1.510 0.511 1.850 -0.74 -2.59 -4.32 -0.829
C -2.953 0.683 1.190 0.60 0.24 0.73 -0.249
N -3.533 0.159 -0.046 4.75 0.32 4.01 -0.705
H -1.502 2.686 -4.244 -1.27 -2.35 -0.39 0.292
H -1.083 0.890 -4.678 -1.97 1.47 0.45 0.268
H -2.705 1.680 -5.386 1.65 -0.22 2.25 0.274
H -3.947 1.234 -3.321 2.20 -0.14 1.02 0.291
H -2.425 1.713 -2.163 -0.96 -1.40 -1.62 0.193
H -3.067 -1.011 -3.932 1.14 0.85 2.35 0.167
H -1.375 -0.752 -3.138 -2.32 0.36 0.84 0.156
H -0.678 -1.779 -0.968 -1.72 1.79 1.44 0.449
H 0.965 -1.375 2.554 -0.35 1.08 -2.20 0.460
H 1.498 -1.629 0.753 -1.21 1.81 1.29 0.163
H 1.349 1.340 2.216 1.63 -1.78 -0.98 0.173
H 2.917 0.178 2.372 -1.85 0.64 -1.39 0.448
H 1.455 1.066 -0.481 1.79 -0.19 1.41 -0.083
H 4.295 -0.366 0.175 -1.48 0.52 -1.63 0.276
H 3.928 0.472 -1.517 -0.97 -1.15 2.01 0.241
H 2.873 -1.055 -0.933 1.54 2.26 0.75 0.018
H 3.810 2.580 -0.685 -1.35 -0.17 2.23 0.244
H 3.887 2.417 1.237 -1.64 0.29 -1.99 0.292
H 2.344 3.274 0.358 1.82 -1.52 0.22 0.266
H -1.232 1.053 2.847 -0.63 -1.31 -2.08 0.725
H -3.712 1.368 1.812 1.80 -1.71 -1.74 0.353
O 1.667 -2.635 -1.338 -0.85 -0.15 -0.09 -0.566
H 1.142 -2.549 -2.148 0.44 -0.16 0.05 0.240
H 1.749 -3.593 -1.213 0.16 -0.05 -0.24 0.225
O -0.137 -4.144 1.796 -0.34 0.32 -0.03 -0.583
H -0.172 -3.188 1.955 0.11 -0.35 0.00 0.203
H -0.953 -4.478 2.197 0.21 -0.01 -0.05 0.324
O -1.592 3.759 2.698 -0.09 -0.66 -0.13 -0.579
H -1.364 2.927 2.257 0.05 0.64 -0.05 0.304
H -2.094 3.481 3.479 0.16 0.43 0.20 0.365
O -0.228 6.714 3.485 -0.23 -0.19 -0.23 -0.643
H -1.084 7.153 3.598 0.24 -0.18 0.06 0.315
H -0.450 5.878 3.049 -0.24 0.11 0.23 0.283
O -2.316 4.104 5.574 -0.09 -0.12 0.41 -0.682
H -2.354 5.035 5.843 0.07 -0.10 -0.23 0.308
H -1.922 3.656 6.338 -0.03 0.13 -0.23 0.333
O 1.840 5.216 1.432 -0.07 0.01 0.34 -0.547
H 2.336 5.992 1.129 -0.41 -0.09 -0.01 0.295
H 1.251 5.567 2.116 0.37 0.09 -0.26 0.280
O -2.421 -5.459 0.058 0.00 0.50 -0.02 -0.575
H -1.575 -5.079 -0.223 -0.14 -0.13 0.08 0.321
H -3.083 -4.864 -0.325 0.09 -0.33 0.15 0.255
O -0.635 -7.125 -1.500 -0.08 0.22 0.53 -0.658
H 0.045 -6.784 -0.900 0.07 -0.35 -0.18 0.285
H -1.399 -7.279 -0.925 0.11 0.02 -0.17 0.335
O -0.955 -7.372 2.400 0.06 0.51 -0.29 -0.613
H -0.109 -6.992 2.120 -0.15 -0.19 0.13 0.326
H -1.617 -6.777 2.017 0.05 -0.28 0.02 0.281
O -5.056 2.764 6.243 -0.02 0.26 -0.34 -0.646
H -4.210 3.144 5.963 -0.11 0.06 0.07 0.362
H -5.718 3.359 5.860 0.18 -0.24 0.20 0.315
O -2.190 8.145 5.417 -0.10 0.36 0.10 -0.596
H -1.695 8.921 5.114 -0.08 -0.24 0.15 0.311
H -2.780 8.496 6.101 0.16 -0.13 -0.26 0.291
O 2.413 -5.315 -2.393 0.30 -0.16 -0.01 -0.554
H 3.334 -5.581 -2.536 -0.25 0.21 -0.20 0.283
H 1.901 -5.965 -2.897 -0.15 -0.13 -0.01 0.283
O 3.769 2.527 -3.038 -0.38 -0.26 -0.28 -0.597
H 2.913 2.966 -2.925 0.34 -0.01 0.00 0.281
H 3.547 1.691 -3.475 0.09 0.27 0.07 0.311
O -3.973 -2.196 -5.542 -0.03 -0.36 0.33 -0.664
H -3.744 -3.028 -5.983 -0.04 0.28 0.04 0.325
H -4.474 -2.475 -4.761 -0.01 0.01 -0.35 0.331
O 0.398 -7.722 -3.922 0.19 -0.51 -0.19 -0.618
H 0.626 -8.554 -4.363 0.02 0.38 0.03 0.320
H -0.104 -8.000 -3.141 0.06 0.36 0.09 0.350
O 1.830 7.700 -0.074 0.17 0.20 -0.55 -0.623
H 1.067 7.918 -0.630 0.21 -0.12 0.29 0.303
H 2.590 7.819 -0.663 -0.21 0.05 0.20 0.314
O 2.862 -6.931 0.006 0.33 0.38 0.21 -0.594
H 3.463 -6.765 0.747 -0.23 -0.20 -0.17 0.320
H 3.083 -6.238 -0.635 -0.35 -0.22 0.13 0.303
O 6.951 1.795 -3.292 -0.45 -0.27 -0.13 -0.644
H 6.095 2.235 -3.179 0.20 0.01 0.01 0.341
H 6.729 0.959 -3.729 0.19 0.30 0.14 0.302


[3]
37
Properties=species:S:1:pos:R:3:forces:R:3:mulliken_charge:R:1 method="wB97M-V/def2-TZVPD" e_homo_ev="-9.639 / -9.639" molar_mass_g_mol=725.2 multiplicity=2 orbital_gap_ev="8.9 / 6.0" relative_energy_kj_mol=1.03 s_squared=0.78 e_lumo_ev="-0.8 / -3.7"
Ba -0.659 -0.714 1.090 0.11 -0.18 0.24 2.086
C 2.988 0.093 -1.159 0.01 0.03 0.01 -1.153
C 3.051 -0.776 0.047 0.02 -0.06 0.02 0.116
N 2.018 -1.201 0.751 0.00 0.00 0.11 -0.395
C 2.530 -1.932 1.809 -0.06 -0.04 -0.01 0.448
C 3.893 -1.952 1.720 0.00 0.07 -0.09 0.207
N 4.195 -1.218 0.600 0.02 -0.02 0.04 0.029
C 5.025 -2.526 2.497 0.01 -0.03 0.05 0.495
O 4.723 -3.220 3.565 -0.09 -0.01 0.00 -0.545
O 6.155 -2.326 2.111 -0.02 0.01 -0.01 -0.631
C 1.629 -2.536 2.857 -0.01 0.09 -0.11 0.470
O 2.146 -3.211 3.755 0.01 0.04 -0.06 -0.819
O 0.392 -2.273 2.721 0.10 -0.01 -0.02 -0.812
H 1.960 0.169 -1.507 0.00 0.00 0.00 0.145
H 3.604 -0.303 -1.965 0.00 -0.01 0.00 0.392
H 3.339 1.099 -0.924 0.00 0.00 -0.01 0.292
H 5.147 -1.065 0.301 -0.01 0.01 0.00 0.225
H 3.716 -3.264 3.696 0.04 -0.01 0.01 0.499
F -5.339 2.764 -3.097 0.00 -0.01 -0.01 -0.275
C -4.770 1.789 -2.433 0.01 0.04 0.02 0.428
C -3.795 1.004 -3.067 0.00 -0.04 0.02 0.439
F -3.477 1.268 -4.323 -0.01 0.00 -0.01 -0.293
C -3.190 0.002 -2.370 -0.01 0.00 -0.06 0.290
F -2.265 -0.744 -2.938 -0.01 0.01 0.04 -0.336
C -3.505 -0.257 -0.980 0.27 -0.18 0.02 0.478
O -2.865 -1.100 -0.321 -0.42 0.15 -0.21 -0.859
C -4.547 0.560 -0.395 0.02 0.02 0.05 0.251
F -4.860 0.342 0.865 0.01 -0.01 -0.02 -0.313
C -5.144 1.562 -1.098 -0.01 -0.04 -0.01 0.456
F -6.062 2.344 -0.552 0.00 -0.01 0.00 -0.284
F 0.381 1.807 1.021 0.02 0.07 -0.02 -0.638
Sb -0.849 2.627 -0.210 -0.07 -0.02 0.07 2.425
F 0.529 3.399 -1.194 0.00 0.03 -0.02 -0.542
F -0.627 0.972 -1.179 -0.03 -0.02 0.01 -0.541
F -2.220 3.120 -1.391 0.04 0.02 -0.05 -0.567
F -2.154 1.603 0.792 0.06 0.11 0.01 -0.638
F -1.092 4.094 0.905 0.00 0.02 -0.01 -0.531


[4]
29
Properties=species:S:1:pos:R:3:forces:R:3:mulliken_charge:R:1 method="wB97M-V/def2-TZVPD" e_homo_ev="-15.392 / -15.384" molar_mass_g_mol=588.1 multiplicity=1 total_charge=+2 orbital_gap_ev="5.6 / 5.6" relative_energy_kj_mol=179.92 e_lumo_ev="-9.8 / -9.8"
Pt -0.263 -1.035 -0.985 -0.96 0.48 -0.67 0.956
Cl 3.699 -1.356 4.700 0.17 -0.04 0.09 -0.067
C 3.106 -1.364 3.128 -1.95 0.06 0.56 0.184
C 4.019 -1.412 2.015 0.27 -0.02 -1.87 0.672
Cl 5.663 -1.459 2.303 -0.14 0.00 0.07 -0.023
C 3.564 -1.429 0.685 -0.03 -0.11 1.08 -0.117
Cl 4.615 -1.560 -0.612 0.46 0.01 -0.62 -0.105
C 2.179 -1.353 0.422 1.33 -0.22 -0.78 0.655
O 1.712 -1.346 -0.747 0.12 0.65 0.15 -0.780
C 1.230 -1.285 1.548 -0.41 0.19 1.29 0.612
O 0.045 -1.176 1.283 -0.28 -0.58 0.34 -0.750
C 1.742 -1.336 2.914 1.36 0.02 -0.05 0.191
Cl 0.636 -1.364 4.162 -0.50 0.07 0.39 -0.085
N -4.378 -0.895 -1.320 -0.29 0.36 -0.02 0.144
C -3.316 -1.682 -1.286 0.12 -0.06 -0.04 0.054
N -2.257 -0.889 -1.250 0.92 0.32 0.38 -0.301
C -2.755 0.385 -1.252 0.14 0.10 -0.11 0.256
N -4.049 0.422 -1.299 -0.32 -0.53 -0.02 -0.561
C -1.823 1.503 -1.254 0.02 0.07 -0.03 0.647
C -2.199 2.836 -1.252 0.28 0.24 0.01 -0.179
N -1.285 3.803 -1.288 0.06 -0.13 0.01 -0.474
C -0.002 3.453 -1.335 -0.41 0.04 0.01 -0.281
C 0.394 2.121 -1.334 0.02 -0.22 -0.03 -0.173
N -0.526 1.161 -1.286 0.16 -0.83 -0.16 -0.483
H -5.351 -1.163 -1.368 -0.06 -0.02 -0.01 0.207
H -3.320 -2.762 -1.305 -0.07 0.10 0.04 0.473
H -3.247 3.112 -1.216 0.04 0.04 -0.02 0.461
H 0.735 4.245 -1.376 -0.01 0.01 -0.01 0.391
H 1.434 1.828 -1.394 -0.03 -0.01 0.03 0.476


[5]
33
Properties=species:S:1:pos:R:3:forces:R:3:mulliken_charge:R:1 method="wB97M-V/def2-TZVPD" e_homo_ev=-8.557 molar_mass_g_mol=872.6 multiplicity=1 orbital_gap_ev=6.6 relative_energy_kj_mol=51.91 e_lumo_ev=-2.0
W 1.201 1.139 -1.043 -0.13 -0.19 0.27 2.260
Br 4.355 -0.877 4.615 0.01 0.00 0.02 -0.147
C 3.736 -0.791 2.843 -0.01 -0.01 0.00 0.220
C 4.533 -1.270 1.798 -0.02 -0.02 0.00 0.243
Br 6.231 -2.002 2.136 0.01 -0.01 0.01 -0.143
C 4.067 -1.194 0.490 -0.09 -0.19 -0.23 -0.627
Br 5.063 -1.765 -0.993 0.03 0.00 -0.02 -0.107
C 2.813 -0.665 0.249 -0.09 0.25 0.42 0.921
O 2.297 -0.419 -0.982 0.65 0.13 -0.07 -0.560
C 2.001 -0.169 1.287 0.27 -0.21 -0.34 0.965
O 0.857 0.374 0.882 0.14 0.12 0.09 -0.857
C 2.483 -0.241 2.589 -0.37 -0.03 0.13 -0.441
Br 1.370 0.448 3.935 -0.02 0.02 0.03 -0.104
O 2.087 4.502 0.858 0.00 -0.14 -0.09 -0.577
Se 1.910 3.833 -0.573 0.19 0.27 0.44 0.849
O 0.423 2.850 -0.504 -0.38 -0.05 -0.26 -0.783
O 1.177 1.323 -2.725 -0.27 -0.30 -0.48 -0.681
O 2.721 2.224 -0.517 0.05 -0.02 -0.22 -0.623
N -5.453 -1.724 -0.267 0.00 0.00 -0.04 -0.298
C -5.040 -0.640 -0.965 -0.08 0.06 0.10 0.213
O -5.811 0.129 -1.498 0.02 -0.02 -0.05 -0.611
C -3.550 -0.397 -1.050 0.16 -0.01 -0.01 1.202
C -3.133 0.713 -1.773 -0.10 -0.17 -0.10 -0.744
C -1.787 0.970 -1.884 0.11 0.22 -0.02 -0.117
N -0.856 0.225 -1.268 -0.05 0.39 0.43 -0.434
C -1.251 -0.839 -0.561 -0.04 -0.09 0.02 -0.426
C -2.582 -1.194 -0.455 -0.01 -0.01 -0.01 -0.580
H -6.445 -1.873 -0.197 0.00 -0.02 0.01 0.243
H -4.834 -2.358 0.200 0.01 0.01 0.00 0.153
H -3.868 1.350 -2.241 0.02 0.00 -0.02 0.483
H -1.415 1.816 -2.446 -0.02 0.01 -0.01 0.439
H -0.476 -1.399 -0.059 0.00 0.01 0.01 0.429
H -2.825 -2.075 0.121 0.03 0.00 0.00 0.241


[6]
33
Properties=species:S:1:pos:R:3:forces:R:3:mulliken_charge:R:1 method="wB97M-V/def2-TZVPD" e_homo_ev="-5.236 / -5.170" molar_mass_g_mol=787.7 multiplicity=2 total_charge=-1 orbital_gap_ev="5.7 / 5.5" relative_energy_kj_mol=0.00 s_squared=0.83 e_lumo_ev="0.4 / 0.3"
Tc 0.206 0.559 -2.133 -1.40 -0.83 -2.43 0.494
O 1.435 4.474 1.994 0.14 0.38 -0.30 -0.569
C 1.018 3.376 2.583 -0.07 -0.22 0.08 0.522
O 0.992 3.262 3.785 -0.03 0.01 -0.02 -0.609
C 0.584 2.252 1.703 -0.01 -0.27 -0.12 -0.349
C 0.143 1.007 2.141 0.22 0.50 -0.11 0.203
Cl -0.096 0.409 3.700 -0.04 -0.06 0.16 -0.141
N -0.119 0.237 1.064 0.16 0.34 0.21 0.051
N 0.129 0.921 -0.056 0.42 0.77 0.29 0.776
C 0.559 2.131 0.295 -0.29 -0.28 0.47 -0.104
C 0.873 3.074 -0.830 0.25 0.38 0.93 1.215
O 1.285 4.211 -0.579 -0.08 -0.12 -0.06 -0.837
O 0.669 2.589 -1.976 -0.11 -0.43 -0.59 -0.628
C -0.521 -1.123 1.058 -0.26 -0.80 -0.03 -0.254
C -1.804 -1.452 0.650 0.03 0.23 0.13 -0.461
C -2.163 -2.784 0.560 -0.04 0.01 -0.01 -0.791
C -1.259 -3.771 0.913 0.06 -0.02 0.07 -0.342
C 0.009 -3.432 1.363 -0.02 0.01 -0.05 -0.666
C 0.389 -2.104 1.421 -0.03 0.20 0.03 -0.045
H 1.418 4.450 0.980 -0.13 -0.25 0.24 0.459
H -2.496 -0.665 0.390 -0.04 0.01 -0.08 0.544
H -3.142 -3.052 0.193 -0.08 0.02 0.02 0.391
H -1.544 -4.810 0.832 0.02 -0.07 0.00 0.402
H 0.718 -4.200 1.634 0.05 -0.05 -0.03 0.373
H 1.387 -1.822 1.723 0.09 0.00 -0.02 0.495
S 2.845 -3.087 -1.290 -0.07 -0.07 -0.04 -0.303
C 1.908 -1.794 -1.697 0.60 -0.26 0.27 0.296
S 2.501 -0.176 -1.811 -0.12 0.00 -0.03 -0.316
S 0.214 -1.874 -2.002 -0.25 0.98 -0.10 -0.323
Se -2.271 0.755 -2.170 0.74 -0.17 0.16 -0.126
Se -3.048 0.362 -4.327 0.31 0.12 -0.07 -0.180
Se -1.372 1.459 -5.550 -0.24 -0.10 0.15 -0.170
Se 0.552 0.620 -4.559 0.25 0.04 0.91 -0.009


In eV, the electronic energy values for the records above are, in order, -44390.2677; -55235.5902; -62873.8819; -77388.3202; -377197.6485; -332329.5018.